Entry from the Open Molecules 2025 dataset: a structure of composition C34H31IInN8O3PS2Te in a non-equilibrium geometry (ωB97M-V/def2-TZVPD).

As for the energy above the lowest of the compared OMol25 structures with the same formula, charge and spin: 0.925 eV. Its HOMO energy is -6.99 eV. The orbital gap comes out at 5.991 eV. For the energy, the calculation gives -3871.75996 Eh.

Each line ends with the Mulliken charge.
Geometry (Å):
In1 0.060 0.051 0.236  1.77
C1 -4.400 1.625 0.437  -1.87
C2 -2.970 1.471 0.012  0.45
N1 -2.131 0.849 0.774  1.27
N2 -2.624 0.370 1.922  -1.30
C3 -1.780 0.147 2.895  0.32
N3 -2.300 -0.463 3.986  -0.42
S1 -0.131 0.616 2.911  -0.46
C4 -2.538 2.122 -1.233  0.73
C5 -3.499 2.595 -2.127  -0.95
C6 -3.103 3.302 -3.244  -0.58
C7 -1.753 3.549 -3.428  -1.07
C8 -0.870 3.040 -2.492  -0.04
N4 -1.236 2.332 -1.431  0.30
H1 -4.467 1.511 1.514  0.43
H2 -4.997 0.826 -0.012  0.31
H3 -4.808 2.589 0.138  0.50
H4 -3.192 -0.914 3.858  0.26
H5 -1.665 -0.839 4.667  0.25
H6 -4.543 2.393 -1.945  0.47
H7 -3.838 3.666 -3.950  0.45
H8 -1.399 4.125 -4.272  0.46
H9 0.188 3.240 -2.600  0.33
I1 -0.972 -2.707 1.207  0.08
C9 0.807 -2.793 2.341  0.51
C10 0.816 -3.665 3.395  -0.59
C11 1.964 -3.806 4.191  -0.76
C12 3.091 -3.110 3.872  -0.83
C13 3.114 -2.228 2.767  0.77
C14 4.317 -1.581 2.411  -0.99
C15 4.358 -0.773 1.317  -1.29
C16 3.173 -0.508 0.600  -0.11
C17 1.957 -1.052 0.927  0.73
C18 1.930 -2.002 1.993  -0.61
H10 -0.064 -4.260 3.604  0.41
H11 1.948 -4.486 5.033  0.40
H12 4.000 -3.233 4.450  0.36
H13 5.205 -1.751 3.009  0.36
H14 5.285 -0.299 1.015  0.46
H15 3.263 0.162 -0.235  0.62
S2 6.020 3.740 -3.482  0.11
N5 5.140 2.468 -3.945  -0.71
C19 4.188 2.311 -3.045  0.66
C20 3.182 1.278 -3.048  0.63
C21 3.109 0.299 -4.041  -0.90
C22 2.143 -0.675 -3.942  -1.20
C23 1.276 -0.648 -2.851  -0.43
N6 1.328 0.280 -1.912  0.72
C24 2.260 1.239 -1.990  -0.69
C25 2.314 2.232 -0.909  -0.15
N7 1.431 2.124 0.094  0.63
C26 1.474 2.983 1.096  -0.41
C27 2.412 4.011 1.172  -1.28
C28 3.334 4.137 0.160  -0.63
C29 3.293 3.239 -0.909  0.48
C30 4.243 3.275 -1.994  0.64
N8 5.234 4.135 -2.127  -0.71
H16 3.816 0.333 -4.859  0.54
H17 2.047 -1.450 -4.689  0.53
H18 0.502 -1.394 -2.738  0.32
H19 0.737 2.834 1.877  0.48
H20 2.417 4.688 2.014  0.48
H21 4.094 4.907 0.171  0.55
C31 0.111 -4.349 -2.307  -0.83
C32 -1.391 -4.165 -2.420  -0.19
O1 -1.707 -2.853 -2.894  -0.44
P1 -2.321 -1.668 -1.968  -0.42
O2 -1.168 -0.835 -1.476  0.14
Te1 -3.964 -2.514 -0.482  -0.31
O3 -2.982 -0.788 -3.134  0.04
C33 -3.952 -1.370 -4.012  -0.29
C34 -4.506 -0.286 -4.913  -1.21
H22 0.331 -5.339 -1.907  0.40
H23 0.537 -3.601 -1.636  -0.02
H24 0.583 -4.251 -3.287  0.28
H25 -1.872 -4.339 -1.455  0.27
H26 -1.813 -4.871 -3.137  0.30
H27 -4.744 -1.839 -3.420  0.36
H28 -3.467 -2.147 -4.607  0.19
H29 -5.103 0.427 -4.344  0.25
H30 -5.133 -0.731 -5.686  0.42
H31 -3.686 0.252 -5.390  0.27

***

Entry from the Open Molecules 2025 dataset: an isolated molecule of CH3ClFNS in a non-equilibrium geometry (ωB97M-V/def2-TZVPD).

As for the energy above the lowest of the compared OMol25 structures with the same formula, charge and spin: 2.545 eV. Its HOMO energy is -9.87 eV. The orbital gap comes out at 8.648 eV. For the energy, the calculation gives -1052.78226 Eh.

Each line ends with the Mulliken charge.
Geometry (Å):
C1 -0.956 0.358 0.382  -0.42
N1 1.271 -0.206 -0.919  -0.41
F1 2.388 1.876 0.347  -0.55
S1 0.725 1.094 -0.392  0.57
Cl1 -2.052 1.565 -0.155  -0.12
H1 -1.131 -0.550 -0.067  0.36
H2 -0.783 0.619 1.452  0.30
H3 2.033 -0.200 -1.568  0.27

***

Entry from the Open Molecules 2025 dataset: a structure of composition C29H46BrFeNOP2 in a non-equilibrium geometry (ωB97M-V/def2-TZVPD).

As for the net charge: +2. Its expectation value of S² is 6.04. As for the energy above the lowest of the compared OMol25 structures with the same formula, charge and spin: 0.000 eV. Its multiplicity is 5. Its HOMO energy (alpha / beta) is -12.74 / -12.76 eV. The orbital gap (alpha / beta) comes out at 6.064 / 3.844 eV. For the energy, the calculation gives -5782.24422 Eh.

Each line ends with the Löwdin spin population.
Geometry (Å):
C1 1.682 -5.639 -5.064  0.00
C2 1.269 -4.296 -5.121  0.00
C3 1.122 -3.695 -6.382  0.00
C4 1.303 -4.492 -7.525  0.00
N1 1.651 -5.787 -7.482  0.00
C5 1.834 -6.341 -6.269  0.00
C6 1.017 -3.551 -3.937  0.01
C7 0.861 -2.898 -2.918  0.00
C8 0.959 -2.091 -1.761  0.01
C9 0.338 -2.423 -0.552  0.02
C10 0.535 -1.620 0.571  0.03
C11 1.434 -0.504 0.543  0.02
C12 2.025 -0.128 -0.708  -0.02
C13 1.669 -0.913 -1.877  -0.01
Fe1 -0.068 0.233 -1.221  3.03
P1 -1.715 0.537 1.631  0.49
H1 0.902 -2.635 -6.497  0.00
H2 1.907 -6.135 -4.119  0.00
H3 1.171 -4.066 -8.527  0.00
H4 2.129 -7.400 -6.265  0.00
H5 2.209 -0.721 -2.814  0.00
H6 -0.166 -3.363 -0.408  0.00
H7 2.800 0.655 -0.775  0.00
H8 0.064 -1.921 1.514  0.00
C14 -2.152 1.645 3.060  0.05
C15 -3.537 2.300 2.972  0.02
H9 -1.391 2.425 3.138  0.00
H10 -2.110 1.093 4.003  0.00
H11 -3.736 3.028 3.782  0.00
H12 -3.675 2.854 2.028  0.00
H13 -4.352 1.559 3.054  0.00
C16 -2.586 1.020 0.054  0.08
C17 -3.295 -0.179 -0.541  0.01
H14 -1.901 1.461 -0.731  0.01
H15 -3.253 1.813 0.416  0.01
H16 -3.495 0.077 -1.581  0.00
H17 -2.629 -1.059 -0.585  0.00
H18 -4.236 -0.465 -0.068  0.00
C18 -2.428 -1.029 2.269  0.05
C19 -3.894 -0.991 2.728  0.03
H19 -1.800 -1.379 3.108  0.00
H20 -2.313 -1.809 1.500  0.00
H21 -4.325 -1.984 2.929  0.01
H22 -4.012 -0.433 3.657  0.00
H23 -4.539 -0.533 1.979  0.00
Br1 1.465 0.817 2.103  0.10
P2 0.828 4.110 -1.066  0.01
C20 -0.903 3.831 -0.571  0.00
C21 -1.786 5.057 -0.558  0.00
H24 -0.881 3.321 0.386  0.00
H25 -1.307 3.135 -1.316  0.00
H26 -2.831 4.747 -0.570  0.00
H27 -1.631 5.685 0.324  0.00
H28 -1.590 5.629 -1.462  0.00
C22 1.890 4.089 0.383  0.00
C23 3.032 5.082 0.263  0.00
H29 2.226 3.052 0.491  0.00
H30 1.271 4.269 1.278  0.00
H31 3.545 5.171 1.208  0.00
H32 3.746 4.762 -0.484  0.00
H33 2.634 6.055 0.008  0.00
C24 1.307 2.792 -2.250  0.02
C25 1.145 3.221 -3.722  0.00
H34 0.735 1.807 -2.051  0.01
H35 2.366 2.579 -2.062  0.00
H36 1.689 2.537 -4.392  0.00
H37 0.085 3.214 -4.010  0.00
H38 1.544 4.232 -3.878  0.00
C26 2.478 -2.902 4.723  0.00
C27 1.548 -2.218 5.767  0.00
C28 0.354 -1.701 4.924  0.00
O1 0.563 -2.006 3.566  0.00
C29 1.949 -2.396 3.399  0.00
H39 3.519 -2.615 4.889  0.00
H40 2.331 -3.983 4.759  0.00
H41 2.036 -1.330 6.229  0.00
H42 1.180 -2.912 6.545  0.00
H43 -0.602 -2.129 5.225  0.00
H44 0.233 -0.598 5.044  0.00
H45 2.548 -1.514 3.104  0.00
H46 2.010 -3.109 2.566  0.00

***

Entry from the Open Molecules 2025 dataset: the ion C11H15N3O with charge +2 in a non-equilibrium geometry (ωB97M-V/def2-TZVPD).

As for the net charge: +2. Its expectation value of S² is 2.03. Its multiplicity is 3. Its HOMO energy (alpha / beta) is -12.91 / -17.63 eV. The orbital gap (alpha / beta) comes out at 5.426 / 6.240 eV. For the energy, the calculation gives -666.92320 Eh.

Each line ends with the Löwdin spin population.
Geometry (Å):
C1 3.667 -0.492 0.255  0.28
C2 3.768 0.876 -0.090  0.07
C3 2.427 -1.078 0.201  0.03
C4 2.681 1.651 -0.281  0.05
C5 1.289 -0.278 -0.109  0.17
C6 1.379 1.136 -0.297  0.20
C7 -1.946 -0.151 -1.719  0.35
C8 -2.282 0.308 0.533  0.20
C9 -0.131 -0.774 -0.179  0.04
C10 -3.134 0.884 1.534  0.04
C11 -0.313 -2.208 0.293  0.01
N1 -0.696 -0.470 -1.606  0.20
N2 -2.808 0.188 -0.697  0.02
N3 -1.034 0.069 0.681  0.12
O1 0.240 1.878 -0.439  0.18
H1 4.471 -1.100 0.223  0.01
H2 4.704 1.431 0.176  0.00
H3 2.331 -2.127 0.265  0.00
H4 2.910 2.743 -0.426  0.00
H5 -2.453 -0.079 -2.738  0.02
H6 -3.569 0.147 2.222  0.02
H7 -3.963 1.502 1.056  0.00
H8 -2.371 1.462 2.103  0.01
H9 -1.364 -2.529 0.373  0.00
H10 0.299 -2.353 1.254  0.00
H11 0.146 -3.104 -0.393  0.00
H12 -0.237 -0.857 -2.424  0.00
H13 -3.790 0.244 -0.863  0.00
H14 -0.695 0.301 1.550  0.00
H15 0.475 2.782 -0.458  0.00

***

Entry from the Open Molecules 2025 dataset: a structure of composition C27H25F5N3O2RuSeTe (ωB97M-V/def2-TZVPD).

As for the net charge: -2. Its expectation value of S² is 0.76. As for the energy above the lowest of the compared OMol25 structures with the same formula, charge and spin: 1.166 eV. Its multiplicity is 2. Its HOMO energy (alpha / beta) is -1.04 / -1.03 eV. The orbital gap (alpha / beta) comes out at 5.426 / 5.403 eV. For the energy, the calculation gives -4622.32367 Eh.

Each line ends with the Löwdin spin population.
Geometry (Å):
Ru1 -0.241 0.513 -0.044  0.04
C1 1.569 0.005 2.288  0.01
N1 0.603 -0.821 1.536  0.00
C2 1.304 -2.068 1.078  0.00
C3 1.543 -2.164 -0.414  0.00
C4 0.285 -2.302 -1.245  0.00
N2 -0.526 -1.069 -1.302  0.00
C5 -1.551 -1.138 -2.074  0.00
C6 -2.480 -0.079 -2.397  0.00
C7 -3.583 -0.419 -3.196  0.00
C8 -4.533 0.501 -3.582  0.00
C9 -4.381 1.827 -3.148  0.00
C10 -3.310 2.207 -2.380  0.00
C11 -2.286 1.288 -2.000  0.00
O1 -1.263 1.721 -1.377  0.00
C12 -0.503 -1.202 2.440  0.00
C13 -1.643 -1.928 1.718  0.00
C14 -2.711 -1.002 1.112  0.00
N3 -2.145 0.317 0.921  0.00
C15 -2.912 1.329 1.104  0.00
C16 -2.506 2.702 1.189  0.00
C17 -3.512 3.666 1.366  0.00
C18 -3.229 4.998 1.553  0.00
C19 -1.877 5.387 1.575  0.00
C20 -0.867 4.475 1.423  0.00
C21 -1.124 3.085 1.221  0.00
O2 -0.142 2.277 1.127  0.00
H1 1.886 -0.518 3.203  0.00
H2 1.109 0.961 2.531  0.00
H3 2.442 0.185 1.664  0.01
H4 0.707 -2.930 1.396  0.00
H5 2.262 -2.138 1.600  0.00
H6 2.183 -3.030 -0.601  0.00
H7 2.135 -1.319 -0.752  0.00
H8 -0.348 -3.116 -0.861  0.00
H9 0.573 -2.579 -2.263  0.00
H10 -1.762 -2.098 -2.558  0.00
H11 -3.673 -1.453 -3.522  0.00
H12 -5.368 0.211 -4.208  0.00
H13 -5.120 2.571 -3.429  0.00
H14 -3.181 3.231 -2.050  0.00
H15 -0.864 -0.285 2.910  0.00
H16 -0.102 -1.849 3.234  0.00
H17 -2.118 -2.629 2.411  0.00
H18 -1.212 -2.532 0.923  0.00
H19 -3.575 -0.938 1.786  0.00
H20 -3.065 -1.403 0.158  0.00
H21 -3.979 1.144 1.282  0.00
H22 -4.545 3.328 1.348  0.00
H23 -4.020 5.727 1.679  0.00
H24 -1.626 6.435 1.706  0.00
H25 0.173 4.774 1.413  0.00
Te1 1.869 3.380 -1.847  0.57
F1 8.515 -3.508 -0.395  0.00
C22 7.306 -2.894 -0.411  0.00
C23 6.768 -2.377 0.754  0.00
F2 7.474 -2.507 1.910  0.00
C24 5.529 -1.762 0.687  0.00
F3 5.053 -1.304 1.905  0.00
C25 4.782 -1.612 -0.447  0.00
Se1 2.023 1.094 -0.987  0.35
C26 5.361 -2.150 -1.565  0.00
F4 4.712 -2.113 -2.780  0.00
C27 6.593 -2.785 -1.591  0.00
F5 7.128 -3.316 -2.723  0.00

***

Entry from the Open Molecules 2025 dataset: a cluster of 3 separate species, C30H41BrNO5S in total in a non-equilibrium geometry (ωB97M-V/def2-TZVPD).

As for the net charge: +1. Its HOMO energy is -11.40 eV. The orbital gap comes out at 7.454 eV. For the energy, the calculation gives -4570.61360 Eh.

Each line ends with the Mulliken charge.
Geometry (Å):
C1 -2.139 1.799 6.348  -1.20
C2 -2.584 1.153 5.000  -0.22
C3 -1.396 1.198 3.977  -0.62
C4 -1.684 2.105 2.716  -1.06
C5 -0.909 1.500 1.555  0.21
C6 0.475 1.425 1.690  -0.44
C7 1.269 0.858 0.719  -0.63
C8 2.761 0.799 1.003  -0.40
C9 3.304 2.238 1.297  -0.72
C10 3.478 2.519 2.833  -1.25
N1 0.688 0.369 -0.401  1.83
C11 1.548 -0.265 -1.419  -2.21
C12 2.102 -1.664 -1.020  -1.22
C13 1.159 -2.507 -0.142  -0.29
S1 2.153 -3.523 0.982  1.11
O1 3.020 -2.681 1.756  -0.60
O2 2.843 -4.466 0.172  -0.60
O3 1.167 -4.256 2.022  -0.44
C14 -0.650 0.429 -0.558  0.32
Br1 -1.463 -0.315 -2.120  -0.01
C15 -1.493 0.979 0.377  0.39
C16 -3.004 1.011 0.213  -1.56
C17 -3.602 -0.234 0.932  -0.31
O4 -5.018 -0.088 1.067  -0.32
C18 -5.371 0.292 2.348  0.19
O5 -5.986 -0.436 3.082  -0.44
H1 -1.115 2.195 6.309  0.34
H2 -2.790 2.660 6.543  0.34
H3 -2.156 1.069 7.164  0.29
H4 -2.836 0.092 5.121  0.36
H5 -3.433 1.667 4.536  0.10
H6 -1.273 0.180 3.563  0.25
H7 -0.427 1.454 4.418  0.46
H8 -1.209 3.081 2.902  0.41
H9 -2.750 2.187 2.509  0.35
H10 0.955 1.820 2.584  0.50
H11 2.872 0.216 1.932  0.44
H12 3.353 0.278 0.252  0.19
H13 2.619 3.004 0.919  0.24
H14 4.300 2.307 0.845  0.53
H15 4.506 2.839 3.039  0.32
H16 2.818 3.330 3.173  0.35
H17 3.238 1.630 3.433  0.36
H18 2.419 0.394 -1.534  0.48
H19 1.094 -0.329 -2.407  0.89
H20 3.109 -1.593 -0.592  0.70
H21 2.235 -2.222 -1.958  0.74
H22 0.553 -3.218 -0.721  0.38
H23 0.473 -1.933 0.499  0.15
H24 0.805 -3.533 2.563  0.36
H25 -3.325 1.024 -0.830  0.61
H26 -3.407 1.876 0.750  0.36
H27 -3.452 -1.150 0.342  0.26
H28 -3.103 -0.412 1.901  0.38
H29 -5.082 1.300 2.720  0.35
C19 0.652 4.395 -5.033  -0.44
C20 -0.315 3.545 -4.513  -0.67
C21 -0.129 2.963 -3.267  -0.06
C22 1.021 3.239 -2.537  0.35
C23 1.986 4.092 -3.055  -0.59
C24 1.803 4.666 -4.305  -0.45
H30 0.509 4.846 -6.006  0.38
H31 -1.213 3.336 -5.080  0.40
H32 -0.879 2.294 -2.863  0.24
H33 1.165 2.789 -1.559  0.10
H34 2.881 4.309 -2.485  0.39
H35 2.558 5.327 -4.712  0.38
C25 0.576 -6.560 -3.670  -0.53
C26 1.009 -5.369 -3.102  -0.24
C27 0.460 -4.164 -3.519  0.24
C28 -0.528 -4.149 -4.496  -0.62
C29 -0.962 -5.340 -5.060  -0.43
C30 -0.407 -6.545 -4.650  -0.39
H36 1.006 -7.500 -3.348  0.39
H37 1.775 -5.382 -2.335  0.45
H38 0.802 -3.232 -3.080  -0.01
H39 -0.960 -3.209 -4.817  0.35
H40 -1.732 -5.329 -5.820  0.38
H41 -0.741 -7.473 -5.094  0.37

***

Entry from the Open Molecules 2025 dataset: a structure of composition C5H9N in a non-equilibrium geometry (ωB97M-V/def2-TZVPD).

As for the energy above the lowest of the compared OMol25 structures with the same formula, charge and spin: 2.043 eV. Its HOMO energy is -9.18 eV. The orbital gap comes out at 10.325 eV. For the energy, the calculation gives -250.59185 Eh.

Each line ends with the Mulliken charge.
Geometry (Å):
C1 1.207 0.733 -0.008  -0.50
C2 1.082 -0.859 -0.067  -0.52
C3 -0.788 0.004 1.030  -0.49
C4 -0.294 1.051 -0.008  -0.22
C5 -0.872 -0.011 -0.954  -0.45
H1 1.675 1.383 -0.843  0.30
H2 1.682 1.085 0.936  0.27
H3 1.502 -1.365 0.824  0.29
H4 1.523 -1.315 -0.971  0.29
H5 -1.864 0.073 1.206  0.24
H6 -0.286 -0.121 1.962  0.29
H7 -0.524 2.110 -0.140  0.46
H8 -1.961 0.075 -0.982  0.27
H9 -0.632 -0.140 -2.069  0.24
N1 -0.447 -1.042 0.016  -0.47

***

Entry from the Open Molecules 2025 dataset: a structure of composition CH23O11Pd in a non-equilibrium geometry (ωB97M-V/def2-TZVPD).

As for the net charge: +1. Its expectation value of S² is 2.01. As for the energy above the lowest of the compared OMol25 structures with the same formula, charge and spin: 1.688 eV. Its multiplicity is 3. Its HOMO energy (alpha / beta) is -12.49 / -12.49 eV. The orbital gap (alpha / beta) comes out at 7.066 / 5.171 eV. For the energy, the calculation gives -1006.98266 Eh.

Each line ends with the Löwdin spin population.
Geometry (Å):
Pd1 -3.042 -0.012 -1.305  1.17
C1 0.050 0.108 -0.498  0.05
O1 -1.223 -0.464 -0.157  0.63
H1 0.512 -0.599 -1.187  0.01
H2 -0.281 0.957 -1.094  0.03
H3 0.707 0.383 0.328  0.01
O2 1.761 0.012 3.097  0.00
H4 1.229 -0.029 2.303  0.00
H5 1.416 0.763 3.579  0.00
O3 -0.634 -2.819 2.023  0.01
H6 0.032 -2.698 2.700  0.00
H7 -0.603 -2.012 1.509  0.00
O4 3.678 -0.637 -1.828  0.00
H8 3.399 0.031 -1.202  0.00
H9 3.162 -1.411 -1.599  0.00
O5 -3.234 1.784 -0.094  0.05
H10 -2.562 2.436 0.107  0.00
H11 -4.047 2.168 0.235  0.00
O6 0.059 3.116 2.240  0.00
H12 0.306 2.909 1.339  0.00
H13 -0.709 3.681 2.154  0.00
O7 -2.139 0.265 2.614  0.00
H14 -1.751 0.073 1.761  0.00
H15 -3.074 0.370 2.435  0.00
O8 -2.429 1.398 -2.912  0.04
H16 -1.606 1.864 -3.056  0.00
H17 -2.917 1.513 -3.727  0.00
O9 -0.312 -3.257 -1.681  0.00
H18 -0.474 -2.462 -1.174  0.00
H19 -1.128 -3.409 -2.158  0.00
O10 3.548 1.722 -0.173  0.00
H20 2.983 1.865 0.587  0.00
H21 3.193 2.302 -0.848  0.00
O11 2.301 -3.127 -1.672  0.00
H22 2.465 -3.834 -1.049  0.00
H23 1.363 -2.952 -1.596  0.00